131
Properties=species:S:1:pos:R:3:forces:R:3:lowdin_charge:R:1 method="wB97M-V/def2-TZVPD" total_charge=+3 homo_ev=-15.34 e_lumo_ev=-8.942 de_lowest_kcal_mol=45.7
H -1.421827 5.741828 1.586133 0.052 0.038 0.021 0.113
C -4.647616 -1.124472 3.222458 -0.025 0.019 -0.003 -0.030
C -4.227916 0.474360 -0.566568 0.021 -0.061 -0.041 -0.081
H 3.111788 -0.691354 -4.163178 0.047 0.002 -0.046 0.098
C 4.204051 1.421869 -2.464465 -0.040 0.095 -0.088 -0.030
H 2.789360 -3.302769 -4.956487 -0.034 -0.003 -0.068 0.126
H -0.531936 0.993742 5.144580 -0.040 -0.057 0.003 0.115
H -0.586044 3.923775 -2.541682 -0.003 0.025 0.002 0.119
H -5.256988 0.925695 3.038886 -0.008 0.022 0.000 0.125
C 0.762193 -5.915436 0.901065 -0.022 0.027 -0.015 -0.152
H 1.597092 -2.919651 1.986863 0.105 0.080 0.095 0.071
H 0.115696 5.213918 5.297778 0.022 0.014 0.028 0.131
H 0.283790 5.300471 2.835201 0.016 0.042 -0.029 0.124
H 2.264536 -5.148775 2.250416 0.001 -0.005 -0.016 0.121
O 1.019311 4.179426 0.444504 -0.201 -0.050 0.020 -0.369
H 5.197795 1.007373 2.403398 0.018 -0.008 -0.016 0.088
H -0.317766 -6.074907 0.919016 -0.007 -0.036 -0.014 0.113
H -3.924861 3.450280 -2.036707 -0.032 -0.054 -0.001 0.122
C 3.037094 2.445351 2.175422 0.017 0.199 -0.081 -0.024
C -3.156144 -2.875344 -0.734684 0.075 -0.063 -0.057 -0.146
H -1.493889 -2.267543 2.838318 0.067 -0.065 0.005 0.081
C -3.160242 0.682083 2.686197 0.085 0.077 0.202 -0.112
H 2.243803 -0.174700 1.320818 -0.010 0.007 -0.026 0.063
H 0.873343 3.982973 -4.522880 0.004 0.017 -0.008 0.127
C -5.866912 -0.028091 -2.248310 -0.014 -0.013 0.016 -0.028
H -4.559924 5.712868 -1.314146 -0.034 0.008 0.021 0.131
C 3.006710 -1.890773 4.120025 0.010 -0.004 0.031 -0.031
H 2.194374 1.798486 2.398231 -0.070 -0.034 0.039 0.043
H 1.532805 1.885203 -5.641206 0.011 0.004 -0.034 0.128
N -0.992787 -3.432833 -1.550781 -0.528 0.844 0.202 -0.187
H -4.125569 -3.292141 -0.468765 -0.020 0.009 0.056 0.121
H 3.841991 -2.387299 4.593572 0.027 -0.029 0.004 0.125
C -1.760065 -3.020235 -2.739855 0.107 -0.124 -0.018 -0.166
H 5.671286 0.932824 0.699181 0.014 0.018 0.005 0.102
C 2.312338 -1.377648 -2.240921 0.133 -0.225 0.121 -0.211
C 5.232490 1.564033 1.467298 0.039 -0.028 0.022 -0.031
H 2.677453 3.442387 1.930857 0.013 0.016 0.018 0.083
H 0.678323 -5.310562 3.000821 0.046 0.013 0.035 0.120
H 3.011150 -1.494864 -1.403695 0.016 0.029 0.005 0.124
H -0.705163 -0.378771 -2.785473 0.021 0.023 -0.006 0.083
H -3.927232 -2.843194 -2.783667 0.001 0.005 -0.034 0.124
H 2.210984 -5.150450 -0.504481 -0.017 0.001 -0.016 0.123
C 0.902837 1.848969 -4.762664 0.021 -0.037 -0.023 -0.022
H 1.873368 -0.386135 -2.164740 -0.058 0.005 -0.003 0.047
S -0.030527 3.254990 0.845206 0.219 -0.950 -0.358 0.844
H 3.700553 2.119130 -3.144920 -0.013 0.011 0.000 0.101
C -1.588465 3.966126 0.363292 0.018 -0.074 -0.291 -0.342
P 0.261826 -2.570696 -0.906854 0.317 -0.690 -0.007 0.616
H 1.415755 -2.197714 -4.947387 0.009 -0.058 -0.001 0.098
Ir 0.073091 0.923357 0.092907 -0.556 2.456 0.250 0.885
H 6.394277 2.614073 -1.080724 -0.006 -0.004 0.011 0.105
C -0.350322 0.574894 -3.161533 -0.070 0.034 -0.099 -0.104
C -2.035489 -3.903453 -0.609237 0.125 -0.136 0.025 -0.162
H 5.865261 2.440330 1.615097 0.016 -0.028 0.020 0.099
H 2.058744 1.735044 -1.493994 -0.114 0.097 0.032 0.041
H -1.948080 -3.917251 -3.333676 0.070 0.012 -0.042 0.130
C -5.488178 0.019184 -0.912219 0.000 -0.001 -0.018 -0.034
C -0.023835 4.313569 4.716387 -0.019 -0.032 0.057 -0.007
H 3.648343 2.509383 3.072127 -0.013 -0.010 0.016 0.112
N 4.376471 1.970725 -1.137546 -0.066 0.022 0.179 -0.143
H -3.936658 0.515238 0.471330 0.010 -0.010 0.026 0.073
H 5.258174 3.592318 -0.129014 0.004 0.030 -0.039 0.093
N 1.258091 -2.388565 -2.194747 -0.428 0.230 -0.101 -0.182
C -3.734770 5.208583 -0.830787 0.020 0.112 0.061 -0.007
C -3.051311 5.838211 0.207639 -0.075 0.002 -0.064 -0.006
C -2.089781 -0.215173 2.634519 0.025 0.111 -0.040 -0.337
H 2.218110 -4.190116 -2.796590 -0.002 0.026 0.011 0.122
C -2.287314 3.306705 -0.637424 0.057 0.036 0.235 -0.342
H -3.364031 6.816457 0.544700 -0.009 0.030 -0.012 0.132
H -0.278964 3.055244 6.435486 -0.014 0.014 0.025 0.130
C 3.426451 1.832646 -0.172984 -0.037 0.026 -0.153 -0.415
H -2.957032 -2.026764 -0.074442 -0.001 0.004 -0.022 0.085
H -0.263073 -1.237772 4.659089 -0.028 0.025 0.015 0.110
C 2.094752 -0.631150 2.290157 0.006 0.118 0.011 -0.140
H 4.129289 -1.287666 2.395247 0.011 -0.023 -0.031 0.117
C 0.854127 -0.578467 2.928665 -0.019 -0.133 -0.058 -0.343
H -0.112664 -3.316081 2.003748 -0.117 0.014 0.064 0.083
C 1.142304 -5.054223 -0.290560 0.116 -0.027 -0.145 -0.179
P -0.466415 0.453115 2.250469 0.040 -0.291 -0.446 0.977
C -3.590607 -2.019402 3.165831 0.021 -0.032 -0.006 -0.036
C 0.041346 4.374620 3.336159 0.035 -0.131 -0.067 -0.044
C 1.764127 -1.886889 4.739007 -0.018 0.004 0.015 -0.031
C 1.529306 -3.437035 -3.191714 -0.058 -0.167 -0.039 -0.169
C -0.158668 3.202964 2.612605 0.291 -0.159 0.098 -0.370
C 0.862844 -3.622929 1.631920 -0.156 -0.028 -0.028 -0.178
C 0.464906 0.623288 -4.280618 -0.045 0.017 -0.002 -0.043
H -3.037885 1.136788 -3.684860 0.022 -0.003 -0.028 0.116
H 5.187484 1.202439 -2.879971 -0.014 -0.001 -0.006 0.115
C -3.371879 3.940873 -1.248103 0.100 -0.126 0.156 -0.027
H -1.626883 -4.014693 0.393032 -0.079 -0.004 0.013 0.102
N 3.864169 1.924651 1.100990 -0.051 -0.085 0.091 -0.127
C -3.716189 0.817830 -2.904949 -0.027 0.209 -0.026 -0.095
C -0.346944 1.975500 3.232279 -0.188 0.195 -0.196 -0.333
H 0.745557 -0.290315 -4.784823 0.000 0.022 0.018 0.100
H -3.102724 -1.370235 -2.306864 -0.035 -0.172 0.004 0.057
P -1.782679 1.637774 -1.090857 -0.509 -0.665 0.437 0.971
N 2.149394 1.623546 -0.487732 0.408 -0.689 0.207 0.016
H -5.639764 -1.476836 3.467594 -0.032 -0.010 0.013 0.124
H 1.251947 -6.886033 0.883037 -0.016 -0.022 -0.010 0.126
H -3.756850 -3.068322 3.368274 -0.001 -0.026 -0.009 0.123
H 1.627854 -2.391769 5.684904 -0.004 -0.007 0.034 0.125
C -3.087597 -2.450789 -2.212676 -0.030 0.083 -0.027 -0.138
C -0.290510 3.000941 -3.023455 0.055 0.020 0.017 -0.049
C 5.384779 3.025231 -1.045538 0.065 0.042 0.014 -0.022
C -2.313449 -1.568523 2.868970 0.001 -0.009 -0.082 -0.077
C 3.022950 -1.613480 -3.591375 -0.010 0.008 0.002 -0.152
H -2.997614 1.742508 2.519245 -0.004 0.006 0.007 0.114
C -1.962066 5.231025 0.806014 0.054 -0.149 -0.096 -0.021
H -2.378843 -4.882839 -0.950591 0.053 -0.039 0.016 0.137
C -4.432898 0.227511 2.981543 -0.018 0.011 0.045 -0.059
H 5.259059 3.708552 -1.887261 0.002 -0.002 -0.001 0.104
O 0.027169 -1.210262 -0.222645 0.216 -0.110 -0.252 -0.437
C 0.531603 3.033589 -4.134439 -0.007 0.078 0.041 -0.031
C 2.181088 -2.661978 -4.323052 0.055 -0.038 0.057 -0.143
H -5.283164 0.338751 -4.279764 -0.004 -0.004 -0.022 0.125
C -0.247372 3.097061 5.355720 0.036 0.063 0.016 -0.007
C -3.338767 0.871730 -1.561362 0.172 -0.028 -0.019 -0.369
H 4.029971 -1.993655 -3.424576 0.011 0.026 0.006 0.124
H 0.584325 -5.295292 -1.192390 0.005 -0.020 0.006 0.109
C -4.984356 0.371330 -3.241357 0.015 0.040 -0.036 -0.042
C -0.751111 1.768407 -2.545113 0.310 -0.177 0.203 -0.376
H -6.856886 -0.370940 -2.515619 -0.020 -0.019 -0.008 0.125
H 3.644332 0.498053 -2.408285 0.068 0.041 -0.021 0.040
C 1.191722 -5.049237 2.077125 -0.010 -0.020 0.073 -0.142
H -1.178048 -2.331995 -3.353110 -0.049 -0.010 -0.025 0.098
H -6.180473 -0.291755 -0.141860 -0.011 -0.010 0.026 0.120
C 0.694231 -1.228044 4.154975 -0.075 -0.016 -0.005 -0.083
C -0.395885 1.930745 4.625418 -0.067 0.067 -0.139 -0.030
N 0.841489 -3.674063 0.163140 0.224 0.363 0.110 -0.177
H 0.607694 -3.935524 -3.482309 0.052 -0.037 -0.014 0.110
C 3.168972 -1.267074 2.892368 -0.038 0.034 0.019 -0.061